[1]
ORCA calculation (ωB97M-V with the def2-TZVPD basis set) on 2 unconnected molecules or ions with the total composition C4H11N2O at a distorted geometry.

Cartesian coordinates (Å):
O -0.42305 -0.61269 -0.23000
N 0.36393 1.51643 0.09858
N -0.76018 -3.38962 1.56913
C -0.45377 1.92618 -1.06468
C 0.07535 1.34559 -2.44201
C 1.08549 -0.28709 1.55967
C 0.33546 0.14004 0.46525
H 1.01899 2.24421 0.43012
H 1.00883 -1.31932 1.84592
H -1.48571 -4.07946 1.37052
H 1.57691 0.44880 2.23123
H -1.60935 1.52996 -0.68352
H 0.82020 1.95181 -2.75026
H -0.74520 1.37815 -3.15151
H -0.32827 -3.29417 2.47639
H -0.39023 3.05673 -1.18635
H 0.37472 0.25970 -2.29849
H -0.33791 -2.91082 0.77268

Computed properties:
* strongest force on any atom: 5.1 eV/A
* energy above the lowest of the compared OMol25 structures with the same formula, charge and spin: 150.0 kcal per mole
* HOMO-LUMO gap: 3.915 eV
* total charge: +1



[2]
ORCA calculation (ωB97M-V with the def2-TZVPD basis set) on a molecular structure, C4H11N2O at a distorted geometry.

Cartesian coordinates (Å):
O 1.24854 -1.33073 0.80153
N -0.75236 -0.14777 -0.18585
N 0.79346 1.05394 0.98617
C 2.09736 0.00998 -1.00594
C -1.89540 -1.10113 -0.13130
C -0.72587 0.89635 0.88080
C 1.13270 -0.16672 0.21528
H -1.05916 1.91841 0.59048
H 2.08982 1.12252 -1.30861
H 1.75764 -0.52482 -1.80596
H -1.87002 -1.76869 0.76330
H -1.13683 0.38766 1.79046
H -2.83953 -0.51199 -0.00323
H 1.37705 -1.16306 1.76192
H 1.27283 1.93898 0.52372
H -1.91356 -1.69557 -1.01762
H 3.09757 -0.33667 -0.86926
H -0.82532 0.31689 -1.09081

Computed properties:
* strongest force on any atom: 4.1 eV/A
* energy above the lowest of the compared OMol25 structures with the same formula, charge and spin: 77.9 kcal per mole
* HOMO-LUMO gap: 11.122 eV
* total charge: +1